Record 1
ORCA calculation (ωB97M-V/def2-TZVPD) on a structure of composition C17H25AlN3O3P in a non-equilibrium geometry.

Cartesian coordinates (Å):
C1 -1.3685 2.2953 -1.6204
C2 -0.8775 1.1903 -2.4930
N1 -0.5628 -0.0046 -1.9096
C3 -0.5510 -1.1406 -2.6472
C4 -0.5750 -1.0480 -4.0449
C5 -0.6012 0.2067 -4.6534
C6 -0.7925 1.3443 -3.8734
C7 -0.4920 -2.4930 -1.9519
P1 -0.5272 -2.3289 -0.1227
H1 -0.9237 2.3421 -4.2995
H2 -0.5983 -1.9406 -4.6501
H3 -0.5318 0.3070 -5.7288
C8 0.4573 2.9591 -0.1895
C9 -1.6899 2.6933 0.7894
H4 0.4680 -3.0108 -2.1784
H5 -2.4611 2.2447 -1.5388
H6 -1.0918 3.2956 -2.0027
C10 1.0513 -3.1015 0.3695
C11 -1.8528 -3.3354 0.6108
H7 1.2564 -2.9273 1.4326
H8 1.0373 -4.1924 0.1812
H9 1.8652 -2.6469 -0.2127
H10 -1.8597 -3.2105 1.7054
H11 -2.8154 -2.9818 0.2180
H12 -1.7271 -4.4076 0.3741
H13 -1.8467 3.7555 0.5563
H14 -2.6531 2.1606 0.7450
H15 -1.2334 2.6234 1.7809
H16 0.1724 3.9891 -0.4348
H17 0.8681 2.9595 0.8268
H18 1.2127 2.6126 -0.8978
C12 -1.4739 -0.3504 1.8780
O1 -1.8425 -0.4535 2.9639
Al1 -0.4030 0.1400 0.0104
O2 -3.4911 0.9698 -0.2642
H19 -1.3009 -3.1317 -2.2546
H20 -3.8968 0.1897 -0.6620
N2 -0.7839 2.1303 -0.2393
O3 1.3196 0.1794 0.5707
N3 1.9893 0.1997 1.7825
C13 1.5506 0.9301 2.8350
C14 2.2991 0.9384 3.9988
C15 3.4541 0.1549 4.0763
C16 3.8808 -0.5782 2.9608
C17 3.1457 -0.5071 1.7870
H21 0.6358 1.5270 2.7090
H22 1.9438 1.5299 4.8505
H23 4.0170 0.1088 5.0071
H24 4.7859 -1.1719 2.9742
H25 3.4144 -1.0145 0.8756

charge	+2
E_tot	-44518.584	eV
E_LUMO	-6.8	eV
largest force on an atom	4.27	eV/A
HOMO energy	-13.38	eV


Record 2
ORCA calculation (ωB97M-V/def2-TZVPD) on a cluster of 2 separate species, C17H25BCl3NO10P in total in a non-equilibrium geometry.

Cartesian coordinates (Å):
C1 3.0776 1.8374 1.7044
C2 2.6635 2.5474 0.4103
Cl1 3.9626 3.1473 -0.6053
C3 1.4076 2.6859 0.0349
Cl2 1.0527 3.4811 -1.5148
C4 0.2763 2.1296 0.9056
O1 0.2409 0.7096 0.6600
C5 -1.0736 0.2028 0.4796
P1 -0.8760 -1.6437 0.1668
O2 -1.2776 -2.0285 -1.1768
O3 -1.6575 -2.5085 1.3054
O4 0.6878 -2.0073 0.3862
C6 -1.7187 0.9238 -0.7275
C7 -3.1027 0.3790 -1.1930
C8 -4.0024 -0.1992 -0.0799
C9 -4.5425 0.8505 0.9228
Cl3 -5.8453 0.0317 1.8850
N1 -1.8107 2.4212 -0.4891
C10 -1.0738 2.8625 0.7367
C11 -0.9668 4.4231 0.7720
B1 -2.2567 5.1789 1.3621
O5 -3.3185 4.5497 2.0205
O6 -2.3110 6.5574 1.1747
H1 4.0163 1.3079 1.4913
H2 2.3472 1.0416 1.9262
H3 3.1623 2.5374 2.5465
H4 0.5805 2.2620 1.9591
H5 -1.6435 0.3016 1.4284
H6 -2.2424 -1.9495 1.8428
H7 0.8024 -1.9814 1.3569
H8 -1.0178 0.7961 -1.5707
H9 -2.9621 -0.3826 -1.9704
H10 -3.6403 1.2228 -1.6771
H11 -4.8845 -0.6326 -0.5818
H12 -3.5569 -1.0206 0.4961
H13 -3.7851 1.1364 1.6701
H14 -5.0083 1.7060 0.4112
H15 -1.4213 2.8976 -1.3133
H16 -2.7900 2.7161 -0.4265
H17 -1.7114 2.5887 1.5972
H18 -0.8832 4.7448 -0.2852
H19 -0.0465 4.7618 1.2779
H20 -3.6477 3.8741 1.4061
H21 -2.5974 6.6944 0.2559
C12 2.7934 -4.0724 -1.3396
C13 2.8912 -5.0360 -0.4183
C14 3.9329 -6.1081 -0.5108
O7 3.9886 -6.9493 0.3660
C15 4.8335 -6.0932 -1.6586
C16 4.7338 -5.1306 -2.5832
C17 3.7092 -4.0431 -2.4756
O8 3.6714 -3.1800 -3.3326
O9 5.5395 -5.0867 -3.6475
O10 2.0680 -5.0971 0.6364
H22 2.0470 -3.2932 -1.2818
H23 5.5698 -6.8819 -1.7236
H24 5.2645 -4.2999 -4.1566
H25 2.3514 -5.8827 1.1447

charge	+1
E_tot	-87528.586	eV
E_LUMO	-3.5	eV
largest force on an atom	2.26	eV/A
HOMO energy	-11.16	eV


Record 3
ORCA calculation (ωB97M-V/def2-TZVPD) on a structure of composition C17H25CuO3S4 in a non-equilibrium geometry.

Cartesian coordinates (Å):
Cu1 2.1971 -15.0368 3.7981
C1 -0.3831 -16.9953 5.3034
C2 0.8086 -16.7369 6.2305
S1 1.8281 -15.2273 5.9101
C3 3.5287 -15.6356 6.5148
C4 4.7045 -14.8953 5.8833
S2 4.7957 -15.0030 4.0646
C5 5.3356 -16.6683 3.5603
C6 4.3842 -17.8119 3.7795
S3 2.6491 -17.5354 3.3063
C7 1.9871 -19.1536 3.9190
C8 0.5013 -19.2594 3.7907
S4 -0.1876 -17.5865 3.5567
H1 -0.9262 -16.0418 5.1831
H2 -1.0885 -17.6670 5.7959
H3 1.4485 -17.6514 6.2368
H4 0.4485 -16.5358 7.2332
H5 3.6342 -16.6992 6.3736
H6 3.4788 -15.3258 7.5633
H7 5.6841 -15.2772 6.2783
H8 4.5390 -13.8145 6.0200
H9 6.3020 -16.8507 4.0148
H10 5.5046 -16.5762 2.4952
H11 4.4399 -18.1043 4.8158
H12 4.8125 -18.6731 3.1954
H13 2.3433 -19.3672 4.9362
H14 2.4822 -19.8631 3.2436
H15 0.0500 -19.7330 4.6887
H16 0.2263 -19.8117 2.8774
C9 -3.7334 -13.1419 5.0185
O1 -3.1310 -12.1458 4.1554
C10 -1.7879 -12.0807 4.0416
C11 -1.1472 -10.8403 4.3654
C12 0.2331 -10.7095 4.2295
C13 1.0773 -11.7530 3.8238
C14 2.5295 -11.6846 3.9630
C15 3.1046 -10.4161 4.5068
O2 3.2926 -12.5840 3.6499
C16 0.4239 -12.9408 3.3351
O3 1.0855 -13.9068 2.7404
C17 -0.9765 -13.1193 3.4973
H17 -4.7668 -12.8302 5.2450
H18 -3.1786 -13.1896 5.9283
H19 -3.6766 -14.1345 4.5142
H20 -1.7231 -10.0066 4.7692
H21 0.6821 -9.7668 4.4812
H22 2.9861 -9.5541 3.8104
H23 4.1962 -10.5734 4.7298
H24 2.5880 -10.1183 5.4223
H25 -1.3589 -14.0251 3.0965

charge	+1
E_tot	-112150.313	eV
E_LUMO (spin up / spin down)	-2.6 / -5.6	eV
expectation value of S²	0.79
energy above the lowest of the compared OMol25 structures with the same formula, charge and spin	0.0	kcal/mol
largest force on an atom	2.20	eV/A
spin multiplicity	2
HOMO energy (spin up / spin down)	-11.25 / -11.01	eV


Record 4
ORCA calculation (ωB97M-V/def2-TZVPD) on a structure of composition C17H25F6InNO8S in a non-equilibrium geometry.

Cartesian coordinates (Å):
C1 1.5700 -0.3752 1.3488
C2 2.8300 -1.4169 1.2240
N1 2.7161 -2.6355 1.8879
C3 4.2455 -1.1562 0.4357
In1 4.1066 0.1361 -1.4148
S1 2.1363 1.6671 -1.5041
C4 5.9984 1.4198 -1.4599
C5 5.8282 2.8442 -2.2504
O1 4.7042 3.3510 -2.7616
C6 4.2828 -1.2465 -3.2572
C7 4.0740 -0.3969 -4.6724
O2 3.4111 0.7604 -4.7539
O3 4.6914 -0.9980 -5.8787
C8 5.9898 -0.3669 -6.1781
C9 7.2709 -0.2957 -5.1368
O4 6.1859 0.1741 -7.4062
H1 0.7760 -0.8094 2.1273
H2 1.9678 0.6219 1.8434
H3 0.9671 -0.2049 0.3542
H4 1.7910 -2.7230 2.3611
H5 4.6302 -2.2257 0.0703
H6 5.0796 -0.7824 1.2009
H7 2.0425 2.2223 -2.8038
H8 6.2183 1.6914 -0.3201
H9 6.8620 0.7764 -1.9343
H10 6.8018 3.5263 -2.3386
H11 5.3671 -1.7399 -3.3355
H12 3.5315 -2.1503 -3.2140
H13 8.2388 -0.4666 -5.7787
H14 7.2338 -1.1437 -4.3016
H15 7.3297 0.7849 -4.6846
C10 -2.7891 4.0285 2.4127
C11 -3.7888 3.0113 2.9342
O5 -3.4132 1.6777 2.5529
C12 -2.3800 1.1215 3.2596
O6 -1.7847 1.6964 4.1695
C13 -2.0980 -0.3021 2.7856
F1 -1.9915 -0.3938 1.4289
F2 -3.0855 -1.1691 3.1497
F3 -0.9393 -0.8117 3.2909
H16 -2.6740 3.9308 1.3285
H17 -3.1118 5.0453 2.6476
H18 -1.7969 3.8749 2.8500
H19 -4.7700 3.2059 2.4866
H20 -3.9127 3.0809 4.0215
C14 -5.4509 -3.0052 2.0367
C15 -5.8191 -1.8530 1.1187
O7 -7.2372 -1.8090 0.8906
C16 -7.9942 -1.3160 1.9203
O8 -7.5263 -0.9269 2.9893
C17 -9.4741 -1.2894 1.5463
F4 -9.9055 -2.4717 1.0206
F5 -9.7503 -0.3341 0.6132
F6 -10.2871 -1.0292 2.6089
H21 -5.8296 -3.9506 1.6352
H22 -4.3673 -3.0759 2.1552
H23 -5.8964 -2.8837 3.0298
H24 -5.3443 -2.0023 0.1423
H25 -5.4609 -0.8917 1.5060

charge	-1
E_tot	-68213.400	eV
E_LUMO	1.8	eV
largest force on an atom	8.88	eV/A
HOMO energy	-4.90	eV


Record 5
ORCA calculation (ωB97M-V/def2-TZVPD) on a cluster of 4 separate species, C17H25F9NO3PS2 in total in a non-equilibrium geometry.

Cartesian coordinates (Å):
F1 -3.1744 1.6374 2.2805
C1 -1.8813 1.4159 2.0272
F2 -1.1676 2.1109 2.9030
F3 -1.6218 1.8334 0.7938
C2 -1.6160 -0.1079 2.1576
F4 -1.7231 -0.4481 3.4469
F5 -2.5998 -0.7203 1.4655
C3 -0.2630 -0.6583 1.5906
F6 -0.3837 -0.8234 0.2659
F7 -0.1092 -1.8842 2.1503
C4 1.0269 0.1318 1.9129
F8 1.0340 0.3671 3.2507
F9 0.9815 1.3287 1.2805
P1 2.6025 -0.9000 1.6020
S1 3.9496 0.6736 1.8423
N1 2.5582 -1.1715 -0.1177
C5 2.2600 -0.2649 -0.8927
S2 1.8423 0.8644 -1.8721
H1 4.8449 0.0143 2.5988
C6 -1.3202 -1.1990 -5.5433
C7 -1.9963 0.1308 -5.8630
C8 -1.2407 1.0846 -4.9500
O1 0.0803 0.5581 -4.8198
C9 0.1284 -0.7710 -5.3430
H2 -1.4355 -1.9498 -6.3238
H3 -1.7287 -1.6050 -4.6168
H4 -1.8295 0.3962 -6.9102
H5 -3.0673 0.1289 -5.6720
H6 -1.7003 1.1206 -3.9555
H7 -1.1825 2.1020 -5.3393
H8 0.6800 -0.7571 -6.2895
H9 0.6668 -1.4080 -4.6395
C10 6.0747 0.6840 6.9232
C11 5.3526 1.8519 6.2551
C12 5.7814 1.6872 4.8048
O2 5.9693 0.2813 4.5949
C13 5.9655 -0.3967 5.8567
H10 5.6349 0.3807 7.8718
H11 7.1218 0.9398 7.0979
H12 4.2717 1.7257 6.3466
H13 5.6179 2.8258 6.6625
H14 6.7289 2.1986 4.6071
H15 5.0344 2.0550 4.1006
H16 5.0288 -0.9554 5.9523
H17 6.7942 -1.1044 5.8781
C14 -5.3028 -0.3751 -1.8551
C15 -6.2113 -1.3920 -2.5438
C16 -5.5807 -1.4797 -3.9275
O3 -4.1829 -1.2435 -3.7466
C17 -3.9414 -0.7448 -2.4274
H18 -5.3284 -0.4270 -0.7679
H19 -5.5778 0.6384 -2.1553
H20 -6.1467 -2.3569 -2.0366
H21 -7.2581 -1.0944 -2.5775
H22 -5.9848 -0.7118 -4.5965
H23 -5.7166 -2.4537 -4.3987
H24 -3.4624 -1.5320 -1.8353
H25 -3.2584 0.1035 -2.4881

E_tot	-81082.989	eV
E_LUMO	0.4	eV
SMILES	FC(F)(F)C(F)(F)C(F)(F)C(F)(F)P(S)N=C=S.C1CCOC1.C1CCOC1.C1CCOC1
energy above the lowest of the compared OMol25 structures with the same formula, charge and spin	0.0	kcal/mol
largest force on an atom	1.35	eV/A
HOMO energy	-9.26	eV